(1)
Here is C3H5PS as an isolated structure in a non-equilibrium geometry from the OMol25 dataset. Energies are from the ωB97M-V functional and the def2-TZVPD basis.

Values from the calculation:
HOMO energy (Ha): -0.3268
Relative energy (zero: lowest compared OMol25 entry of this formula, charge and spin) (kcal per mole): 62.02

Positions of all 10 atoms, in Å:
1 C 1.4195 0.6215 -0.3185
2 C 0.4960 -0.5074 -0.1449
3 C -0.9927 -0.4227 -0.1153
4 P 1.5681 0.0867 1.2541
5 S -1.6594 1.1884 0.3768
6 H 1.9120 1.1645 -0.9763
7 H 0.7047 -1.6626 -0.8061
8 H -1.4537 -1.1391 0.6128
9 H -1.4793 -0.7362 -1.0878
10 H -0.5151 1.4069 1.2053

Cartesian forces, eV/Å:
C -1.62 -3.28 4.15
C 0.74 -3.40 -2.38
C -2.32 -0.86 -0.09
P 0.07 0.15 -0.90
S 1.60 0.45 0.91
H 1.73 2.52 -3.20
H -0.07 3.39 2.14
H 0.83 0.30 -0.52
H 0.76 0.68 0.77
H -1.72 0.07 -0.89



(2)
Here is C3H6AsCl6F6NiO4PY as an isolated structure in a non-equilibrium geometry from the OMol25 dataset. Energies are from the ωB97M-V functional and the def2-TZVPD basis.

Values from the calculation:
Spin multiplicity: 3
HOMO energy (alpha / beta) (Ha): -0.4745 / -0.4745
Net charge: +1
Relative energy (zero: lowest compared OMol25 entry of this formula, charge and spin) (kcal per mole): 49.58

Positions of all 29 atoms, in Å:
1 Y 7.3238 -29.7803 4.9579
2 Ni 7.3285 -26.6314 3.0555
3 P 7.8975 -27.2321 5.2456
4 O 8.3826 -25.9488 4.5570
5 O 8.2558 -28.0815 3.9107
6 O 6.4690 -27.7017 4.7563
7 O 8.6329 -28.3187 6.0690
8 As 5.8943 -29.4292 1.2528
9 F 7.4309 -30.0012 0.7560
10 F 5.2203 -31.0011 1.0750
11 F 4.3993 -28.8745 1.9372
12 F 6.6057 -27.8381 1.6627
13 F 5.4457 -28.8559 -0.2932
14 F 6.3774 -29.9235 2.9620
15 C 2.7936 -29.5043 5.2401
16 Cl 2.2323 -29.6614 6.9110
17 Cl 4.5188 -29.9358 5.0800
18 H 2.2650 -30.1410 4.5405
19 H 2.6624 -28.4600 4.9812
20 C 11.7629 -25.9944 4.1853
21 Cl 13.1583 -26.6227 3.3007
22 Cl 12.1523 -24.6550 5.2426
23 H 11.0290 -25.6328 3.4746
24 H 11.3489 -26.8015 4.7800
25 C 8.9826 -23.4287 6.4018
26 Cl 8.4794 -24.1825 7.9341
27 Cl 9.6669 -21.8200 6.6420
28 H 9.7474 -24.0751 5.9841
29 H 8.1323 -23.3699 5.7335

Cartesian forces, eV/Å:
Y -0.06 1.40 -1.51
Ni -0.19 -1.26 -0.51
P 3.02 -2.22 -4.23
O -1.03 1.79 2.84
O 3.80 -2.82 -3.72
O -3.87 2.30 4.17
O -1.76 1.27 2.77
As -1.72 -1.18 -1.72
F -0.23 0.54 0.38
F 0.31 0.51 0.15
F 0.81 0.05 0.16
F 0.10 0.60 -0.19
F 0.43 -0.13 0.62
F 0.60 -0.34 0.54
C -0.97 0.65 0.82
Cl 0.15 -0.22 -0.61
Cl 0.23 -0.63 0.10
H 0.02 -0.22 0.21
H 0.38 -0.02 -0.20
C -0.21 -0.27 -0.23
Cl -0.06 0.06 0.04
Cl 0.25 0.24 0.25
H 0.05 -0.08 -0.10
H 0.04 0.01 0.02
C 0.29 -0.11 -0.01
Cl -0.15 -0.05 -0.14
Cl -0.10 -0.16 -0.04
H -0.04 0.19 0.01
H -0.08 0.11 0.14



(3)
Here is C3H6AsClN4RhS5 as an isolated structure from the OMol25 dataset. Energies are from the ωB97M-V functional and the def2-TZVPD basis.

Values from the calculation:
Spin multiplicity: 5
HOMO energy (alpha / beta) (Ha): -0.1466 / -0.1704
Net charge: -1
Relative energy (zero: lowest compared OMol25 entry of this formula, charge and spin) (kcal per mole): 1.31

Positions of all 21 atoms, in Å:
1 Rh 0.0929 1.8730 -1.2718
2 S 0.0758 5.2847 1.9764
3 As -1.3148 4.5297 0.5193
4 S 0.0087 3.9609 -1.8021
5 S -1.0446 2.2475 0.5761
6 S -2.8150 4.9161 2.0489
7 C 1.3109 -2.5655 1.4147
8 C 0.2288 -2.3431 0.4269
9 N -0.7326 -3.1644 0.1633
10 N -1.4580 -2.5292 -0.8135
11 C -0.9975 -1.3079 -1.1401
12 S -1.5609 -0.2085 -2.2431
13 N 0.1103 -1.2009 -0.3311
14 N 0.9015 -0.0619 -0.3082
15 H 1.2030 -3.5646 1.8279
16 H 1.2461 -1.8413 2.2285
17 H 2.2915 -2.4695 0.9479
18 H -2.2972 -2.9445 -1.1735
19 H 1.7300 -0.1497 -0.9007
20 H 1.1109 0.2168 0.6434
21 Cl 1.9102 1.3222 -2.7895

Cartesian forces, eV/Å:
Rh -0.10 -0.02 0.09
S -0.02 0.01 -0.02
As 0.07 -0.07 0.06
S 0.01 0.00 -0.02
S 0.03 0.05 -0.09
S -0.03 0.01 0.00
C -0.05 0.04 0.04
C 0.01 -0.01 0.05
N 0.05 -0.03 -0.11
N -0.07 -0.03 0.11
C 0.08 0.08 -0.09
S 0.04 -0.03 0.07
N -0.08 0.04 -0.04
N 0.05 -0.05 0.02
H 0.01 0.00 -0.01
H 0.02 0.01 0.00
H 0.00 0.00 -0.01
H 0.00 0.01 -0.03
H 0.00 0.00 -0.02
H -0.02 0.00 0.01
Cl -0.01 -0.03 -0.01



(4)
Here is a 2-piece molecular cluster, C3H6BNO2 overall in a non-equilibrium geometry from the OMol25 dataset. Energies are from the ωB97M-V functional and the def2-TZVPD basis.

Values from the calculation:
HOMO energy (Ha): -0.3780
Relative energy (zero: lowest compared OMol25 entry of this formula, charge and spin) (kcal per mole): 49.42

Positions of all 13 atoms, in Å:
1 B 0.2041 1.2081 -0.1185
2 C -2.1543 0.3269 0.1138
3 C -0.6534 -1.3850 -0.8546
4 C -0.7955 -0.0396 0.0231
5 N -3.2394 0.7024 0.0768
6 O 1.5631 0.8991 -0.1887
7 O -0.2926 2.4786 -0.2485
8 H -0.7701 -2.1766 -0.0566
9 H 0.2668 -1.2405 -1.2936
10 H -1.5668 -1.5604 -1.3737
11 H -0.3809 -0.5452 1.5005
12 H 2.2549 1.3817 -0.5880
13 H 0.4836 3.0503 -0.1499

Cartesian forces, eV/Å:
B 0.57 -0.66 -0.78
C -0.89 0.74 0.22
C -1.91 0.74 4.55
C 1.82 -2.17 3.23
N -0.27 -0.14 0.09
O -1.92 -1.33 0.86
O 0.83 -0.45 0.44
H 1.08 0.45 -1.19
H 1.76 -0.82 -1.52
H -0.19 0.41 -1.40
H -1.11 1.66 -3.77
H 0.68 1.18 -0.55
H -0.46 0.39 -0.18



(5)
Here is a 2-piece molecular cluster, C3H6Br2N3 overall in a non-equilibrium geometry from the OMol25 dataset. Energies are from the ωB97M-V functional and the def2-TZVPD basis.

Values from the calculation:
HOMO energy (alpha / beta) (Ha): -0.5124 / -0.4675
Net charge: +1
Relative energy (zero: lowest compared OMol25 entry of this formula, charge and spin) (kcal per mole): 144.04

Positions of all 14 atoms, in Å:
1 C 1.8220 -0.3946 0.0764
2 C -0.2708 -0.8174 -0.5949
3 C -1.1349 1.2266 0.6391
4 N 1.2147 0.7174 0.4479
5 N 1.0478 -1.2893 -0.5775
6 N -0.0869 0.5258 -0.1002
7 Br -1.5336 -1.0843 -2.0411
8 Br 1.7601 -2.7145 -1.7310
9 H 2.8428 -0.4988 0.2554
10 H -1.4624 -0.5892 2.1907
11 H -0.7073 2.2248 0.8935
12 H -1.9253 1.3212 0.0299
13 H -1.4601 0.4076 1.5091
14 H -0.1059 0.9647 -0.9972

Cartesian forces, eV/Å:
C -1.40 2.13 0.26
C -0.44 -1.89 -0.15
C 1.91 -0.85 3.43
N 1.25 -2.21 -0.37
N 0.14 -1.64 -1.44
N -0.92 0.72 -0.65
Br 1.19 0.26 1.13
Br -0.86 1.59 1.38
H 1.49 -0.53 0.26
H 0.01 -0.30 0.04
H -0.46 -1.00 0.38
H -3.04 0.36 -2.20
H 0.69 1.80 -0.91
H 0.43 1.58 -1.15



(6)
Here is a 2-piece molecular cluster, C3H6Br2NO overall in a non-equilibrium geometry from the OMol25 dataset. Energies are from the ωB97M-V functional and the def2-TZVPD basis.

Values from the calculation:
HOMO energy (Ha): -0.5410
Net charge: +1
Relative energy (zero: lowest compared OMol25 entry of this formula, charge and spin) (kcal per mole): 39.80

Positions of all 13 atoms, in Å:
1 C -2.2535 0.3763 -0.8800
2 C -1.1527 0.3757 1.4773
3 C -1.7215 -0.3018 0.2817
4 N 0.6939 -0.3444 -1.5211
5 O -2.0591 0.5835 -1.9968
6 Br -4.0976 0.8421 -0.1676
7 Br -1.8603 -2.1367 0.1900
8 H -1.2217 1.3941 1.5084
9 H -0.0574 0.0488 1.6318
10 H -1.7129 0.1592 2.3652
11 H 1.4556 0.0225 -2.1303
12 H 1.1811 -0.6125 -0.7087
13 H 0.5185 -1.2532 -1.9999

Cartesian forces, eV/Å:
C -1.76 0.62 -0.51
C 1.41 -2.53 -0.15
C 0.56 -0.58 0.77
N 0.15 -0.70 -2.04
O 0.89 0.01 -0.54
Br 0.73 -0.32 0.55
Br 0.08 0.87 0.17
H 0.09 2.90 -0.97
H -1.68 0.27 -0.27
H -0.29 -1.11 0.61
H -0.87 0.24 0.56
H 0.88 -0.42 1.39
H -0.18 0.74 0.45